Formula: C26H69AgN5O7Pd
Source: OMol25
Level of theory: ωB97M-V/def2-TZVPD

Properties
Spin multiplicity ... 3
Frontier orbital gap (spin up / spin down) ... 7.22 / 6.32 eV
<S²> ... 2.012
Charge ... +1
LUMO (spin up / spin down) ... -3.374 / -4.113 eV
Energy relative to the best compared isomer or geometry (same formula, charge and spin) ... 60.8 kcal/mol

Cartesian coordinates (Å):
1 Pd -1.1540 2.6722 -1.1803
2 Ag 1.8697 1.8511 -2.4441
3 C 0.7322 0.1372 1.3210
4 C 0.4925 -0.2826 -0.1392
5 C -0.2202 -1.5767 -0.2867
6 O 0.1729 0.8724 -0.9277
7 H -0.2785 0.2617 1.7097
8 H 1.2460 1.0616 1.5850
9 H 1.1269 -0.6230 1.9950
10 H 1.5036 -0.5871 -0.4094
11 H -1.1866 -1.5160 0.2138
12 H 0.3292 -2.4369 0.0957
13 H -0.3564 -1.7376 -1.3562
14 C 1.0471 5.2384 2.2510
15 C -0.0720 4.2549 1.8494
16 C -1.2536 4.7115 2.6257
17 O -0.3513 4.0474 0.4949
18 H 0.9593 5.3196 3.3344
19 H 1.1747 6.1954 1.7450
20 H 2.0327 4.8043 2.0830
21 H 0.1240 3.3018 2.3405
22 H -1.1913 4.4049 3.6699
23 H -2.1403 4.2016 2.2491
24 H -1.3827 5.7931 2.6643
25 C 3.5666 -2.8473 0.6689
26 C 4.3261 -2.1898 1.8031
27 C 4.9772 -0.8605 1.2535
28 O 5.6403 -0.9433 -0.0089
29 C 6.8313 -1.8321 0.0332
30 N 3.3722 -1.8852 2.8231
31 H 2.9706 -3.7314 0.8955
32 H 4.3626 -3.2832 0.0651
33 H 3.0284 -2.1124 0.0703
34 H 5.1017 -2.8352 2.2155
35 H 5.5606 -0.4130 2.0581
36 H 4.1013 -0.2336 1.0864
37 H 7.3155 -1.9444 -0.9369
38 H 6.5585 -2.8443 0.3318
39 H 7.6338 -1.5232 0.7030
40 H 3.7635 -1.7507 3.7445
41 H 2.7461 -1.1946 2.4344
42 C -4.5971 4.8807 -3.0824
43 C -3.9111 3.7643 -2.2967
44 C -3.6666 2.5105 -3.0447
45 O -2.9150 1.5916 -2.3121
46 C -2.9369 0.2909 -2.9534
47 N -2.7659 4.3039 -1.5780
48 H -5.4873 4.5841 -3.6371
49 H -3.9236 5.3404 -3.8057
50 H -4.8864 5.5860 -2.3034
51 H -4.5051 3.4281 -1.4468
52 H -3.3162 2.7143 -4.0566
53 H -4.5880 2.0116 -3.3452
54 H -2.6504 0.3236 -4.0046
55 H -3.9376 -0.1104 -2.7931
56 H -2.2502 -0.4295 -2.5089
57 H -2.9720 5.1798 -1.1192
58 H -2.0693 4.6825 -2.2037
59 C 0.7186 -5.1610 2.9027
60 C -0.0257 -3.8232 2.9052
61 C -1.5304 -3.9985 2.7421
62 O -1.9099 -4.5741 1.5000
63 C -3.2228 -4.1734 1.0357
64 N 0.3848 -3.1479 4.1725
65 H 0.2434 -5.9227 3.5208
66 H 1.7596 -5.0900 3.2180
67 H 0.6324 -5.5041 1.8717
68 H 0.4013 -3.3227 2.0361
69 H -2.0374 -3.0525 2.9322
70 H -1.9479 -4.7073 3.4572
71 H -3.5390 -3.1336 1.1190
72 H -3.8695 -4.6655 1.7622
73 H -3.5168 -4.7128 0.1353
74 H 1.3864 -3.1428 4.0425
75 H 0.1217 -3.6720 4.9948
76 C -3.2415 0.1183 2.3786
77 C -3.1657 0.7620 0.9895
78 C -4.6290 1.2015 0.6413
79 O -5.6870 0.2173 0.7175
80 C -5.9972 -0.4789 -0.4628
81 N -2.1699 1.7804 0.7984
82 H -2.2671 -0.2344 2.7166
83 H -3.8575 -0.7809 2.3895
84 H -3.5759 0.7032 3.2354
85 H -2.9291 -0.0140 0.2616
86 H -4.7875 1.8162 -0.2448
87 H -4.9413 1.8968 1.4205
88 H -6.9514 -1.0054 -0.4844
89 H -5.1898 -1.2022 -0.5772
90 H -5.8796 0.0922 -1.3837
91 H -1.2637 1.3343 0.7979
92 H -2.2030 2.2601 1.6866
93 C 5.7576 -0.3102 -3.5985
94 C 4.3245 0.2976 -3.2997
95 C 3.2313 -0.7834 -3.4566
96 O 2.1791 -0.1322 -4.1157
97 C 0.9702 -0.9234 -4.0031
98 N 4.3125 0.9181 -1.9940
99 H 5.6825 -0.7905 -4.5741
100 H 6.0468 -0.9559 -2.7693
101 H 6.4561 0.5100 -3.7643
102 H 4.0289 1.0821 -3.9963
103 H 3.0574 -1.3215 -2.5248
104 H 3.5358 -1.6611 -4.0267
105 H 0.0880 -0.3080 -4.1799
106 H 0.8082 -1.3707 -3.0224
107 H 0.9692 -1.6989 -4.7691
108 H 4.8044 0.3528 -1.3169
109 H 4.7326 1.8349 -2.0500

***

Formula: C26H69B2F6N4O12S2Zn
Source: OMol25
Level of theory: ωB97M-V/def2-TZVPD

Properties
Spin multiplicity ... 1
Frontier orbital gap ... 7.37 eV
Charge ... -1
LUMO ... 2.332 eV

Cartesian coordinates (Å):
1 Zn 0.4166 1.7363 -3.5074
2 B 1.3709 0.6549 -4.9047
3 H 0.4500 0.0927 -4.9128
4 H 2.0389 0.2425 -5.6450
5 H 1.1455 1.6678 -5.2005
6 H 1.7962 0.6528 -3.9131
7 B 0.1710 0.7187 -1.7771
8 H -0.3873 1.6402 -1.8362
9 H -0.1512 0.1861 -2.6584
10 H 1.2216 0.9378 -1.8894
11 H -0.0694 0.2185 -0.8518
12 C -0.2557 5.3180 -0.9693
13 F -1.1142 5.9243 -1.6987
14 F 0.2882 6.1674 -0.0889
15 F -0.8154 4.2888 -0.2798
16 S 1.2002 4.6166 -2.1403
17 O 1.9908 5.7823 -2.4189
18 O 1.8393 3.6469 -1.2938
19 N 0.5032 3.6926 -3.5074
20 S 0.2740 4.7199 -4.6457
21 O -0.6497 4.1289 -5.5831
22 O -0.0423 6.1047 -4.3151
23 C 1.9830 4.6876 -5.5076
24 F 1.8899 4.8985 -6.8673
25 F 2.7671 5.6908 -5.0569
26 F 2.6847 3.5729 -5.3723
27 C 2.4003 -4.0945 -2.7874
28 C 1.7530 -2.9476 -3.6718
29 C 0.3250 -2.6624 -3.3905
30 O 2.5416 -1.8798 -3.4376
31 H 2.5978 -4.9965 -3.3665
32 H 1.8903 -4.3507 -1.8587
33 H 3.3609 -3.7792 -2.3800
34 H 1.9034 -3.1061 -4.7396
35 H 0.3813 -2.1511 -2.4295
36 H -0.2280 -3.6004 -3.4397
37 H -0.1246 -1.9362 -4.0677
38 H 2.1420 -1.2564 -4.0486
39 C -3.4750 2.7643 -4.9385
40 C -2.6884 2.1770 -3.7239
41 C -3.4535 1.1006 -2.9745
42 O -1.5122 1.4928 -4.2171
43 H -4.4870 2.9670 -4.5879
44 H -3.4936 2.0548 -5.7659
45 H -3.0619 3.7451 -5.1738
46 H -2.4694 3.0294 -3.0808
47 H -3.1610 0.6360 -2.0329
48 H -3.5910 0.2788 -3.6774
49 H -4.4302 1.5057 -2.7102
50 H -1.8586 0.7049 -4.6423
51 C 4.5556 0.0870 3.8681
52 O 3.6222 0.1933 2.7734
53 C 4.2205 0.3501 1.5064
54 C 3.0577 0.7177 0.4674
55 N 1.8371 -0.0592 0.6767
56 C 1.8169 -1.4069 0.1902
57 C 2.6374 -2.4469 0.9460
58 O 2.4636 -2.3585 2.4030
59 C 3.1981 -3.4465 3.0939
60 H 5.2931 0.8894 3.8872
61 H 4.9794 -0.9166 3.9053
62 H 3.9610 0.2049 4.7740
63 H 4.6802 -0.5957 1.2194
64 H 5.0513 1.0464 1.6201
65 H 3.3896 0.5925 -0.5632
66 H 2.7910 1.7637 0.6185
67 H 1.2946 0.3708 -0.0588
68 H 2.0757 -1.3661 -0.8678
69 H 0.7573 -1.6497 0.2703
70 H 3.6921 -2.3486 0.6891
71 H 2.4088 -3.4427 0.5661
72 H 3.2092 -3.3786 4.1818
73 H 4.2432 -3.3900 2.7895
74 H 2.8872 -4.4464 2.7912
75 C -3.1066 -1.8494 6.3740
76 O -3.8124 -2.2143 5.1796
77 C -4.2019 -3.5241 5.0971
78 C -4.9061 -3.7973 3.8366
79 N -4.0055 -3.6615 2.6594
80 C -4.7123 -3.7440 1.3964
81 C -3.6950 -3.4984 0.3249
82 O -3.2686 -2.1739 0.1216
83 C -2.3455 -1.8836 -0.9072
84 H -2.8596 -0.7878 6.3821
85 H -2.2618 -2.5225 6.5199
86 H -3.7918 -2.0097 7.2064
87 H -4.8915 -3.8077 5.8921
88 H -3.3198 -4.1386 5.2776
89 H -5.7002 -3.0652 3.6895
90 H -5.2595 -4.7993 4.0799
91 H -3.5948 -2.7397 2.6187
92 H -5.4623 -2.9531 1.4088
93 H -5.2379 -4.6959 1.3200
94 H -4.0786 -3.8093 -0.6468
95 H -2.8510 -4.1855 0.3850
96 H -1.5489 -2.6143 -1.0477
97 H -1.9077 -0.9006 -0.7336
98 H -2.9253 -1.7725 -1.8234
99 C 3.6167 3.4371 3.5669
100 O 2.5940 2.8205 2.7383
101 C 1.3383 3.4942 2.8611
102 C 0.3023 2.7032 1.9878
103 N 0.1401 1.3949 2.6686
104 C -1.0548 0.8244 2.1088
105 C -1.4397 -0.5133 2.6774
106 O -0.2143 -1.3803 2.6588
107 C -0.5369 -2.6751 3.2654
108 H 4.5771 2.9660 3.3576
109 H 3.3773 3.5683 4.6221
110 H 3.6153 4.4581 3.1851
111 H 1.3669 4.5321 2.5293
112 H 0.8900 3.3838 3.8485
113 H 0.5603 2.7070 0.9288
114 H -0.5620 3.3673 1.9809
115 H -0.0805 1.4746 3.6510
116 H -0.8310 0.6951 1.0499
117 H -1.9326 1.4705 2.0970
118 H -2.2410 -0.8375 2.0133
119 H -1.8115 -0.3347 3.6863
120 H -1.3830 -3.1879 2.8079
121 H -0.8102 -2.5849 4.3167
122 H 0.3341 -3.2820 3.0182

***

Formula: C26H70N18O10
Source: OMol25
Level of theory: ωB97M-V/def2-TZVPD

Properties
Spin multiplicity ... 1
Frontier orbital gap ... 8.80 eV
LUMO ... 0.323 eV
Energy relative to the best compared isomer or geometry (same formula, charge and spin) ... 22.1 kcal/mol

Cartesian coordinates (Å):
1 C -6.8693 6.6030 21.3679
2 C -6.4634 5.5354 20.3104
3 C -5.9817 4.2989 21.0150
4 C -7.7129 5.1973 19.5004
5 C -8.0428 6.3644 18.5852
6 C -6.9889 6.7930 17.6208
7 C -5.6454 6.9874 18.3928
8 C -4.4518 7.0379 17.3885
9 C -5.7090 8.3740 19.0384
10 N -5.4330 5.9103 19.3622
11 O -4.1608 6.1579 19.9932
12 H -7.8467 7.0524 21.1939
13 H -6.7392 6.2659 22.4256
14 H -6.1707 7.4946 21.3789
15 H -5.0573 4.5275 21.6509
16 H -6.7240 3.8690 21.7433
17 H -5.6203 3.4618 20.3176
18 H -7.3974 4.3695 18.9138
19 H -8.4967 4.9219 20.2084
20 H -8.9419 6.1109 18.0243
21 H -8.3614 7.1918 19.1380
22 H -7.2922 7.6917 17.0772
23 H -6.8817 5.9686 16.9159
24 H -4.2362 6.0212 17.0092
25 H -3.5232 7.3286 17.8195
26 H -4.6771 7.7240 16.6111
27 H -6.5723 8.4233 19.6967
28 H -5.9382 9.2057 18.3596
29 H -4.8219 8.7079 19.5880
30 H -4.2889 6.6892 20.7887
31 C -9.8623 -0.0244 15.1692
32 C -9.4796 1.1076 16.1532
33 C -8.1794 0.8217 16.9735
34 C -9.3080 2.3867 15.3221
35 C -9.2031 3.6886 16.2148
36 C -10.6358 3.7554 16.8691
37 C -10.8237 2.5698 17.7947
38 C -9.8846 2.6933 18.9552
39 C -12.3274 2.6112 18.2113
40 N -10.7425 1.3249 17.0334
41 O -11.0808 0.1656 17.7646
42 H -8.9606 -0.4452 14.7408
43 H -10.3080 -0.8271 15.7342
44 H -10.5619 0.3890 14.4265
45 H -7.3373 0.7386 16.2274
46 H -7.9378 1.5977 17.6917
47 H -8.3416 -0.0452 17.6296
48 H -8.4147 2.1994 14.7093
49 H -10.1333 2.5120 14.5457
50 H -8.4467 3.6271 16.9833
51 H -8.9364 4.5288 15.5706
52 H -11.3849 3.9533 16.1198
53 H -10.6547 4.5681 17.5902
54 H -8.8432 2.6589 18.5770
55 H -10.0445 1.9388 19.6941
56 H -9.9477 3.6903 19.4108
57 H -12.6684 1.8323 18.9676
58 H -12.8732 2.3455 17.2870
59 H -12.6897 3.6342 18.5481
60 H -10.3734 0.0454 18.3983
61 N -16.0614 7.1486 19.7420
62 C -15.0496 6.5900 19.1707
63 N -13.9824 5.9395 19.8240
64 O -15.1302 6.5596 17.9519
65 H -16.8705 7.4675 19.2802
66 H -16.0894 7.4535 20.6720
67 H -13.8688 6.1234 20.8211
68 H -13.3023 5.5431 19.2429
69 N -14.7968 3.7940 13.6737
70 C -14.6246 5.0577 14.2803
71 N -15.0222 5.0474 15.5771
72 O -14.1196 5.9645 13.6703
73 H -14.8201 3.8098 12.6531
74 H -15.4853 3.1587 14.0822
75 H -14.8217 5.8577 16.1275
76 H -15.5164 4.2878 15.9815
77 N -6.5603 11.4266 16.0513
78 C -7.6839 10.5981 16.1210
79 N -8.3671 10.4760 14.9216
80 O -7.9890 10.1014 17.1655
81 H -6.0815 11.6738 16.8795
82 H -6.3963 11.9635 15.2124
83 H -7.8331 10.6339 14.0723
84 H -9.0918 9.7383 14.8247
85 N -10.8552 6.6088 20.8935
86 C -10.3931 6.6777 22.1753
87 N -10.4698 7.9118 22.8042
88 O -9.8974 5.6784 22.7176
89 H -10.9379 5.7049 20.5470
90 H -11.2217 7.3776 20.3632
91 H -10.1125 7.7834 23.7672
92 H -10.6370 8.7400 22.2920
93 N -10.4273 11.0719 18.8949
94 C -10.0649 10.5666 20.0902
95 N -8.7050 10.3939 20.1895
96 O -10.8510 10.1681 20.9366
97 H -11.4418 11.1283 18.6918
98 H -9.7408 11.2999 18.2210
99 H -8.1944 10.1867 19.3206
100 H -8.5648 9.6618 20.8455
101 N -14.1236 9.9276 19.4674
102 C -14.5551 10.0202 20.8635
103 N -13.6440 10.1823 21.8698
104 O -15.8041 9.9704 21.0172
105 H -14.8817 9.4380 19.0130
106 H -13.2731 9.3282 19.3718
107 H -13.9309 10.5786 22.7755
108 H -12.6559 10.3046 21.6326
109 N -11.1711 6.4343 13.7240
110 C -11.0789 7.7249 13.4428
111 N -12.2247 8.4686 13.2461
112 O -9.9547 8.1828 13.5392
113 H -12.0834 5.9728 13.7362
114 H -10.3471 5.8216 13.6596
115 H -12.0943 9.4677 13.1972
116 H -13.1273 8.0392 13.0908
117 N -12.5295 7.2565 16.8864
118 C -11.5896 7.8019 17.6852
119 N -10.3990 8.1823 17.1709
120 O -11.8668 8.0831 18.8844
121 H -13.3704 6.8444 17.2672
122 H -12.2262 6.9132 15.9580
123 H -9.6411 8.5461 17.7737
124 H -10.3654 8.2202 16.1830

***

Formula: C26H72N2O10
Source: OMol25
Level of theory: ωB97M-V/def2-TZVPD

Properties
Spin multiplicity ... 1
Frontier orbital gap ... 8.34 eV
LUMO ... 0.000 eV
Energy relative to the best compared isomer or geometry (same formula, charge and spin) ... 140.7 kcal/mol

Cartesian coordinates (Å):
1 N 0.5792 -3.3843 -4.7842
2 C 0.4580 -3.4792 -3.4462
3 N -0.1387 -4.5304 -3.0579
4 O 0.7572 -2.4510 -2.5792
5 H 0.7057 -2.4276 -5.2449
6 H 0.0807 -4.0773 -5.3567
7 H -0.2610 -4.6742 -2.0110
8 H -0.6243 -5.2112 -3.6461
9 C -2.5579 2.4054 3.3044
10 C -1.6818 1.1732 3.6882
11 C -0.2623 1.5519 4.2599
12 O -2.1476 0.4698 4.6019
13 H -2.9661 2.9788 4.1649
14 H -3.4116 1.9885 2.6971
15 H -2.1200 3.1520 2.5907
16 H -1.5111 0.6126 2.7790
17 H 0.4449 1.9185 3.4898
18 H 0.1597 0.7284 4.6838
19 H -0.1372 2.2795 5.0826
20 H -2.3332 -0.3677 4.2171
21 C 3.9838 1.4117 -4.4039
22 C 3.0270 1.4644 -3.1914
23 C 2.9217 2.8171 -2.4625
24 O 1.8676 1.2975 -3.5087
25 H 3.5168 2.1103 -5.1469
26 H 4.2258 0.3558 -4.6627
27 H 4.9514 1.9069 -4.1729
28 H 3.2102 0.6576 -2.5344
29 H 3.8683 3.2786 -2.2953
30 H 2.3553 2.7956 -1.5747
31 H 2.3422 3.5473 -3.0784
32 H 1.4755 1.0486 -2.6218
33 C -0.0579 4.3768 -1.2568
34 C -1.4554 4.0836 -0.8064
35 C -1.5224 2.6525 -0.3090
36 O -1.9227 4.8471 0.0890
37 H -0.1292 5.4124 -1.6009
38 H 0.2081 3.6850 -2.0763
39 H 0.5279 4.2571 -0.3079
40 H -2.0387 4.2412 -1.6651
41 H -0.7554 2.0045 -0.5923
42 H -2.5045 2.2573 -0.4316
43 H -1.2175 2.5656 0.7261
44 H -1.2127 5.3915 0.4614
45 C 0.3459 7.2045 3.3642
46 C 0.4434 6.2357 2.2059
47 C 0.2557 4.7811 2.6619
48 O -0.3164 6.4959 1.2385
49 H -0.5620 7.8365 3.2930
50 H 1.2741 7.8157 3.3820
51 H 0.3222 6.7781 4.3185
52 H 1.5371 6.4879 1.8500
53 H 0.1606 4.0464 1.8759
54 H -0.6001 4.6009 3.4166
55 H 1.1330 4.4763 3.1516
56 H -0.1656 7.2826 0.7261
57 C -1.1790 -6.4666 -0.8890
58 C -0.4160 -5.4768 -0.0553
59 C 1.0535 -5.7252 -0.1650
60 O -0.5885 -4.2531 -0.2362
61 H -2.0517 -6.1228 -1.2739
62 H -1.2797 -7.4155 -0.3896
63 H -0.5633 -6.6323 -1.7271
64 H -0.8905 -5.7878 0.8470
65 H 1.1192 -6.8018 0.2022
66 H 1.6957 -5.1625 0.4512
67 H 1.5242 -5.7048 -1.1549
68 H -1.5375 -4.0715 -0.1182
69 C -0.6151 -2.0463 3.2734
70 C -2.0075 -2.6680 3.0736
71 C -2.0550 -4.0855 3.6569
72 O -2.8629 -1.8240 3.3845
73 H -0.3668 -1.2552 2.6327
74 H 0.1038 -2.8763 3.1412
75 H -0.3773 -1.7458 4.2463
76 H -2.1704 -2.8303 2.0380
77 H -1.7104 -4.0329 4.7425
78 H -1.3483 -4.7187 3.1512
79 H -3.0368 -4.5269 3.6969
80 H -3.5953 -1.8553 2.8222
81 C 1.2674 0.7964 0.7724
82 C 1.6933 -0.1592 -0.3285
83 C 1.4750 -1.6454 0.1882
84 O 0.9153 -0.0821 -1.2924
85 H 1.2974 1.7580 0.3148
86 H 2.0537 0.8410 1.4690
87 H 0.3859 0.5624 1.2837
88 H 2.7934 -0.0336 -0.5124
89 H 0.5211 -2.0985 0.0829
90 H 1.8242 -1.5901 1.2820
91 H 2.2671 -2.2949 -0.2370
92 H 0.9282 -0.9419 -1.6605
93 C -2.2332 -0.6404 0.2110
94 C -2.3016 -0.2778 -1.2567
95 C -2.2236 -1.5664 -2.1643
96 O -3.2522 0.4441 -1.6506
97 H -1.2856 -1.0423 0.4896
98 H -2.9027 -1.4133 0.4793
99 H -2.4915 0.1313 0.8565
100 H -1.4223 0.2259 -1.5072
101 H -3.1016 -2.1947 -2.1426
102 H -1.4602 -2.2651 -1.8112
103 H -2.0284 -1.2589 -3.2097
104 H -2.9932 0.9767 -2.3920
105 C 3.6802 -2.1992 -4.0253
106 O 3.3019 -1.9039 -2.6710
107 H 4.6164 -1.6670 -4.1373
108 H 2.9994 -1.9336 -4.7910
109 H 3.7961 -3.2977 -3.9962
110 H 2.5102 -2.3075 -2.4880

***

Number 1: calculated total energy -57328.610 eV. Number 2: calculated total energy -146346.269 eV. Number 3: calculated total energy -75400.298 eV. Number 4: calculated total energy -51573.171 eV.